Entry from OMol25: 8 unconnected molecules or ions with the total composition C7H27O8 at a distorted geometry (wB97M-V/def2-TZVPD).

The geometry in XYZ format:
```
42
Properties=species:S:1:pos:R:3:forces:R:3:nbo_charge:R:1
C -0.2488 0.0824 0.2020 -1.39 -0.66 1.54 -0.292
H -2.6311 0.9714 -1.6046 0.00 0.08 -0.23 0.201
H 0.1350 3.1665 -0.7394 0.51 -0.01 0.04 0.478
O -0.3719 -0.2744 -3.7028 -0.20 0.12 -0.38 -1.004
H -1.2853 -3.3453 0.4883 -0.25 -0.11 0.35 0.163
H 0.1406 0.2971 -3.0933 -0.05 -0.86 -0.03 0.504
C -0.6986 -3.1186 -0.3910 0.64 0.48 -1.24 -0.052
H -2.2861 2.5661 -0.9831 -0.08 0.12 0.08 0.185
H 1.3957 1.9041 1.8410 0.36 -0.22 -0.04 0.501
O 1.9447 1.5141 1.1300 1.78 2.43 0.51 -1.051
C -1.8370 1.5890 -1.1737 -0.14 -0.13 0.53 -0.647
H -0.7849 1.9573 2.0387 -0.10 -0.11 -0.48 0.488
H -0.0804 3.3316 1.8593 -0.31 -0.15 -0.16 0.476
H 1.3227 0.8875 0.7735 -0.81 -1.26 -0.12 0.514
H 1.4782 2.7871 -0.0769 0.16 -0.16 0.49 0.497
H -0.6196 -3.9985 -1.0336 -0.02 -0.25 0.32 0.164
H -1.6172 -1.4101 -0.7958 -0.02 0.55 0.58 0.496
H 0.2840 0.0492 2.3407 -0.37 -0.43 0.05 0.191
H 3.0220 0.1021 0.3698 0.62 0.36 0.05 0.498
H 0.1180 -2.5548 1.9819 0.24 -0.18 0.36 0.186
H 1.7973 -2.0528 1.7323 0.05 -0.05 0.27 0.175
H 1.3210 1.7223 -1.5167 0.12 -0.14 -0.44 0.487
C 0.2590 -0.5008 1.4020 -0.20 -0.75 -1.39 -0.596
O 3.0104 -0.5644 -0.3343 -0.58 -0.42 0.83 -0.972
H -3.4018 -0.0318 1.8651 0.22 0.60 -0.52 0.470
O -1.3640 -2.2081 -1.2533 -0.32 -0.49 -0.54 -0.755
H -1.6878 1.3975 1.0301 -0.74 -0.48 -0.24 0.119
O 1.4438 0.8436 -1.9202 0.35 0.60 -0.58 -1.022
H -1.0944 1.7418 -1.9474 0.23 -0.13 -0.21 0.206
H 1.1503 -2.0889 -0.8203 -0.12 -0.40 -0.20 0.204
C 0.7186 -2.6739 -0.0045 -0.64 0.10 0.62 -0.433
H 1.2959 -3.5822 0.1403 0.33 -0.15 -0.21 0.202
H 2.1991 0.4386 -1.4493 -0.12 -0.10 -0.26 0.499
C 0.7740 -1.9447 1.3522 -0.14 0.58 0.16 -0.427
H -0.6715 -1.0710 -3.2408 0.28 0.47 0.33 0.481
H 2.1678 -0.9860 -0.0397 0.86 0.04 -0.47 0.495
H 0.2425 -0.2151 -0.7125 -0.71 -0.36 -0.18 0.233
H -2.0898 -0.7898 2.2330 0.41 0.36 -0.42 0.492
O -3.0503 -0.8057 2.2815 -0.46 -1.06 0.83 -0.970
O 1.0957 3.3323 -0.7856 -0.76 0.47 -0.18 -0.978
O -0.1842 2.5776 2.4496 0.67 0.89 1.20 -0.962
C -1.3114 0.9578 0.1075 0.70 0.80 -0.63 -0.446
```
Forces are in eV/Å.

For the LUMO energy, the calculation gives 3.1 eV. The HOMO-LUMO gap is 5.74 eV. Its relative energy (zero: lowest compared OMol25 entry of this formula, charge and spin) is 36.8 kcal per mole. Its total charge is -1. As for the electronic energy: -884.78989 a.u.